1.
Formula: C2HBrF3I
Source: the Open Molecules 2025 dataset
Level of theory: ωB97M-V/def2-TZVPD

* energy relative to the best compared isomer or geometry (same formula, charge and spin): 1.829 eV
* HOMO level (alpha / beta): -10.59 / -9.59 eV
* 2S+1: 1
* lowest unoccupied orbital energy (alpha / beta): -1.48 / -3.55 eV

CARTESIAN COORDINATES (ANGSTROEM)
C1 0.5316 -0.2110 -0.8097
C2 0.5400 0.3247 0.6119
F1 0.2149 -0.6128 1.5053
F2 -0.3516 1.3033 0.7950
F3 1.7256 0.7646 1.1430
Br1 0.9323 -1.9722 -1.0303
I1 -3.3083 0.1190 -0.9191
H1 -0.2846 0.2845 -1.2960

For each atom in turn, the Mulliken charge in e is: -0.589 0.849 -0.240 -0.250 -0.251 0.022 0.048 0.411

2.
Formula: C4H3FO
Source: the Open Molecules 2025 dataset
Level of theory: ωB97M-V/def2-TZVPD

* energy relative to the best compared isomer or geometry (same formula, charge and spin): 1.943 eV
* SMILES string: O=CC#CCF
* HOMO level: -10.64 eV
* 2S+1: 1
* lowest unoccupied orbital energy: -0.22 eV

CARTESIAN COORDINATES (ANGSTROEM)
O1 2.5758 0.7742 0.0835
C1 2.1418 -0.3182 -0.2374
C2 0.7195 -0.5602 0.0586
C3 -0.4750 -0.5487 0.1952
C4 -1.8044 0.0658 0.5292
F1 -2.5256 0.2917 -0.6130
H1 2.6199 -1.1861 -0.7266
H2 -2.3065 -0.5443 1.2791
H3 -1.6810 1.0797 1.0228

For each atom in turn, the Mulliken charge in e is: -0.418 -0.049 0.146 0.065 -0.228 -0.249 0.273 0.235 0.226

3.
Formula: C37H20N9OSW
Source: the Open Molecules 2025 dataset
Level of theory: ωB97M-V/def2-TZVPD

* energy relative to the best compared isomer or geometry (same formula, charge and spin): 0.014 eV
* total charge: +2
* HOMO level (alpha / beta): -12.89 / -12.88 eV
* 2S+1: 2
* lowest unoccupied orbital energy (alpha / beta): -7.94 / -8.19 eV

CARTESIAN COORDINATES (ANGSTROEM)
W1 -0.7186 0.7505 -0.6669
C1 3.4959 5.0298 -3.5439
C2 4.4885 4.2418 -2.9708
C3 4.1761 3.0858 -2.2575
C4 2.8388 2.7682 -2.1365
C5 2.1735 1.6521 -1.4627
N1 0.8597 1.7756 -1.5773
C6 0.5689 2.8961 -2.4319
N2 -0.6207 3.0542 -2.8346
C7 -1.4363 1.9957 -2.4744
C8 -1.3820 0.6908 -3.1152
C9 -0.5834 0.1608 -4.1505
C10 -0.7676 -1.1601 -4.4556
C11 -1.7056 -1.9732 -3.7581
C12 -2.4716 -1.4791 -2.7406
C13 -2.3002 -0.1135 -2.4192
C14 -2.8876 0.7427 -1.4015
N3 -3.8429 0.2795 -0.5208
C15 -3.3367 -0.4014 0.4176
N4 -1.8978 -0.5586 0.4541
C16 -1.5997 -1.5497 1.2674
N5 -0.3719 -2.0966 1.4096
C17 0.6612 -1.6623 0.7672
N6 0.7948 -0.5460 -0.1096
C18 2.1701 -0.3545 -0.3079
N7 2.8069 0.6371 -0.8634
C19 2.8989 -1.4628 0.3008
C20 4.2523 -1.7393 0.3227
C21 4.6446 -2.8808 1.0168
C22 3.7152 -3.6902 1.6694
C23 2.3557 -3.3907 1.6573
C24 1.9753 -2.2651 0.9522
C25 -2.7989 -2.0209 1.9522
C26 -2.9671 -2.9902 2.9225
C27 -4.2630 -3.1983 3.3866
C28 -5.3377 -2.4704 2.8832
C29 -5.1671 -1.5027 1.8925
C30 -3.8823 -1.2894 1.4470
N8 -2.3850 2.0169 -1.4916
C31 1.8399 3.5618 -2.7167
C32 2.1445 4.6981 -3.4331
H1 3.7789 5.9195 -4.0898
H2 5.5235 4.5343 -3.0832
H3 4.9461 2.4678 -1.8168
H4 0.1154 0.7833 -4.6930
H5 -0.1990 -1.6064 -5.2607
H6 -1.8169 -3.0058 -4.0606
H7 -3.1993 -2.0869 -2.2197
H8 4.9687 -1.1013 -0.1756
H9 5.6926 -3.1460 1.0548
H10 4.0617 -4.5673 2.1991
H11 1.6336 -4.0089 2.1721
H12 -2.1310 -3.5587 3.3057
H13 -4.4425 -3.9409 4.1521
H14 -6.3297 -2.6621 3.2693
H15 -6.0036 -0.9385 1.5041
H16 1.3750 5.3092 -3.8846
O1 -0.4525 1.8192 0.8790
N9 -0.4306 1.3744 2.1851
C33 0.8193 1.0788 2.6570
C34 0.9740 0.6479 3.9264
C35 -0.1857 0.5431 4.7415
C36 -1.4003 0.9042 4.2584
C37 -1.5954 1.3876 2.9182
S1 -3.0435 1.8629 2.2846
H17 1.6266 1.2535 1.9611
H18 1.9609 0.4272 4.3039
H19 -0.0930 0.1986 5.7627
H20 -2.2906 0.8695 4.8697

For each atom in turn, the Mulliken charge in e is: 1.545 -0.607 -0.694 -0.185 0.237 0.378 -0.059 -0.162 -0.644 1.212 0.809 -1.123 -0.735 -0.850 -0.949 0.762 1.024 -0.511 -1.382 0.821 0.096 -0.476 -0.282 -0.036 -0.428 -0.570 0.547 -0.282 -0.704 -0.736 -0.231 0.347 0.399 -0.335 -0.759 -0.615 -0.861 1.083 -0.543 0.043 -0.523 0.439 0.447 0.584 0.602 0.471 0.468 0.610 0.599 0.447 0.449 0.603 0.590 0.455 0.458 0.561 0.551 -0.679 0.179 -0.128 -0.948 -0.195 -0.924 0.548 -0.217 0.553 0.506 0.444 0.505

4.
Formula: C24H20F5N5O2Ru
Source: the Open Molecules 2025 dataset
Level of theory: ωB97M-V/def2-TZVPD

* total charge: +2
* HOMO level (alpha / beta): -13.78 / -13.78 eV
* 2S+1: 1
* lowest unoccupied orbital energy (alpha / beta): -10.18 / -10.18 eV

CARTESIAN COORDINATES (ANGSTROEM)
Ru1 -0.3019 -0.6527 0.3543
O1 0.3450 -6.0185 5.8007
C1 -0.3214 -5.2622 6.3720
O2 -0.9861 -4.4769 6.9059
C2 -0.1814 -3.3970 3.9917
C3 -0.8864 -2.2452 4.1662
C4 -0.9128 -1.4452 3.0276
N1 -0.2396 -1.8357 1.9252
C5 0.4722 -2.9777 1.8316
C6 0.5423 -3.8360 2.9256
C7 1.0976 -3.1955 0.5054
C8 1.8863 -4.2880 0.2136
C9 2.4493 -4.3955 -1.0529
C10 2.2001 -3.4063 -1.9838
C11 1.3945 -2.3367 -1.6241
N2 0.8517 -2.2283 -0.4142
C12 -1.6289 -0.1538 2.8825
C13 -2.3564 0.4228 3.9018
C14 -2.9769 1.6471 3.6806
C15 -2.8479 2.2524 2.4459
C16 -2.1031 1.6165 1.4647
N3 -1.5107 0.4422 1.6685
H1 -1.3901 -1.9880 5.0880
H2 1.0937 -4.7663 2.9192
H3 2.0713 -5.0498 0.9569
H4 3.0743 -5.2426 -1.2999
H5 2.6198 -3.4496 -2.9783
H6 1.1756 -1.5363 -2.3166
H7 -2.4425 -0.0635 4.8627
H8 -3.5480 2.1169 4.4695
H9 -3.3083 3.2067 2.2350
H10 -1.9630 2.0561 0.4870
N4 -0.5939 0.3551 -1.3565
C17 -0.6255 1.0687 -2.2798
N5 -0.6522 1.8505 -3.2921
C18 -1.6452 2.9486 -3.4068
C19 -0.9231 4.2864 -3.4267
C20 0.1482 4.3115 -4.5149
C21 1.1394 3.1635 -4.3366
C22 0.4222 1.8232 -4.3181
H11 -2.3462 2.8604 -2.5787
H12 -2.1920 2.7814 -4.3370
H13 -0.4684 4.4657 -2.4480
H14 -1.6603 5.0731 -3.5906
H15 0.6759 5.2640 -4.4944
H16 -0.3269 4.2367 -5.4978
H17 1.6950 3.2861 -3.4025
H18 1.8687 3.1520 -5.1471
H19 1.0921 0.9973 -4.0852
H20 -0.0618 1.6191 -5.2753
F1 1.1900 0.7210 2.2868
C23 1.3912 0.2235 1.0368
F2 2.4172 -0.6576 1.1430
C24 1.9101 1.4004 0.1756
F3 2.9922 1.9292 0.7169
F4 2.2138 0.9736 -1.0591
F5 0.9715 2.3532 0.0759

For each atom in turn, the Mulliken charge in e is: 0.566 -0.372 0.835 -0.377 -0.570 -0.525 0.438 0.046 0.384 -0.570 0.641 -0.672 -0.632 -0.900 -0.068 0.250 0.640 -0.694 -0.611 -0.912 -0.183 0.231 0.549 0.520 0.374 0.463 0.450 0.352 0.371 0.462 0.443 0.460 -0.343 0.513 -0.018 -0.800 -0.431 -0.742 -0.476 -0.654 0.467 0.319 0.251 0.352 0.342 0.330 0.226 0.372 0.360 0.329 -0.299 1.099 -0.288 0.421 -0.263 -0.225 -0.228

5.
Formula: BF4H30O15
Source: the Open Molecules 2025 dataset
Level of theory: ωB97M-V/def2-TZVPD

* energy relative to the best compared isomer or geometry (same formula, charge and spin): 0.000 eV
* total charge: -1
* HOMO level: -7.77 eV
* 2S+1: 1
* lowest unoccupied orbital energy: 2.68 eV

CARTESIAN COORDINATES (ANGSTROEM)
B1 -0.0006 -0.1560 0.1085
F1 -1.2757 0.2082 -0.2875
F2 -0.1063 -0.7918 1.3825
F3 0.5487 -1.0224 -0.8476
F4 0.8110 0.9372 0.2622
O1 -0.9919 3.1000 0.4605
H1 -0.5749 2.7522 -0.3133
H2 -0.7842 2.4159 1.1409
O2 0.0438 -3.3929 -1.5422
H3 0.2845 -2.4584 -1.3530
H4 -0.6178 -3.6741 -0.9100
O3 -2.9488 1.1254 -2.1413
H5 -2.9876 2.0921 -1.9557
H6 -2.2502 0.7647 -1.5686
O4 -0.1057 -0.9639 4.6415
H7 -0.6051 -1.5371 4.0671
H8 -0.0217 -1.4633 5.4664
O5 -3.5160 1.8445 0.7855
H9 -2.7313 2.2757 0.5795
H10 -4.0580 2.6005 1.0203
O6 -3.1964 -1.4862 0.9942
H11 -2.4746 -1.0722 0.5163
H12 -3.9295 -1.1310 0.4574
O7 3.0969 2.8825 -0.3391
H13 2.5745 2.7691 0.4572
H14 2.4297 3.1038 -0.9862
O8 3.3949 -1.3883 -0.3131
H15 3.8038 -2.0468 0.2498
H16 2.8540 -1.9335 -0.8767
O9 2.2264 -2.0319 -2.9459
H17 2.0793 -2.9280 -3.2049
H18 1.9161 -1.4901 -3.7168
O10 2.5796 0.7665 -2.0728
H19 2.5628 -0.0666 -1.6638
H20 3.0155 1.3326 -1.4278
O11 -1.8345 -2.5730 3.2346
H21 -2.3424 -3.2724 3.6561
H22 -2.4644 -2.1168 2.6765
O12 -0.3558 1.6767 2.6312
H23 -0.0755 0.7853 2.4563
H24 0.2341 1.8372 3.3818
O13 2.9424 -0.0897 2.0002
H25 3.1587 -0.4768 1.1760
H26 2.4024 0.5733 1.5910
O14 -0.0979 2.3125 -2.3661
H27 -0.7374 1.7370 -2.7525
H28 0.6437 1.6905 -2.2183
O15 -0.5791 -0.4861 -3.4013
H29 -1.5145 -0.6241 -3.5913
H30 -0.4251 -0.9101 -2.5975

For each atom in turn, the Mulliken charge in e is: 0.079 -0.119 -0.376 0.500 -0.323 -0.820 0.449 0.406 -0.792 0.480 0.309 -0.697 0.322 0.388 -0.608 0.361 0.271 -0.558 0.317 0.274 -0.745 0.284 0.299 -0.764 0.353 0.359 -0.741 0.331 0.158 -0.557 0.269 0.273 -0.729 0.130 0.454 -0.611 0.245 0.349 -0.682 0.263 0.305 -0.729 0.459 0.254 -0.773 0.344 0.422 -0.601 0.348 0.170

6.
Formula: C38H37F4MoN6O2
Source: the Open Molecules 2025 dataset
Level of theory: ωB97M-V/def2-TZVPD

* energy relative to the best compared isomer or geometry (same formula, charge and spin): 0.500 eV
* total charge: -1
* HOMO level (alpha / beta): -2.49 / -3.17 eV
* 2S+1: 3
* lowest unoccupied orbital energy (alpha / beta): 2.48 / 2.45 eV

CARTESIAN COORDINATES (ANGSTROEM)
Mo1 -0.3342 0.2779 -0.6479
O1 -1.6345 -0.0328 -4.6247
C1 -1.1641 0.3159 -3.5416
N1 -0.5677 -0.4322 -2.6076
C2 -0.6664 -1.8686 -2.7513
C3 -1.5883 -2.4136 -1.6822
C4 -2.0733 -3.7159 -1.7077
C5 -2.8580 -4.1560 -0.6586
C6 -3.1427 -3.2907 0.3886
C7 -2.6278 -2.0079 0.3370
N2 -1.8737 -1.5857 -0.6760
C8 -1.2547 1.7754 -3.1357
C9 -1.6001 2.7537 -4.0516
C10 -1.6548 4.0681 -3.6220
C11 -1.3546 4.3648 -2.3005
C12 -1.0266 3.3291 -1.4456
N3 -0.9972 2.0592 -1.8556
H1 0.3218 -2.3179 -2.5983
H2 -1.0307 -2.1478 -3.7418
H3 -1.8240 -4.3640 -2.5380
H4 -3.2420 -5.1690 -0.6522
H5 -3.7466 -3.5983 1.2312
H6 -2.7882 -1.2853 1.1265
H7 -1.8169 2.4483 -5.0651
H8 -1.9228 4.8581 -4.3125
H9 -1.3754 5.3784 -1.9250
H10 -0.7702 3.4941 -0.4069
C13 -2.1340 -1.0830 3.6938
N4 -0.9332 -1.2712 2.9133
C14 -0.1823 -2.4062 3.4091
C15 -0.0742 -0.0921 2.8972
C16 -0.7474 1.1999 2.4922
N5 -1.3511 1.1682 1.1539
C17 -2.3727 2.0508 0.9864
C18 -3.3551 1.8546 -0.0181
F1 -3.2513 0.7741 -0.8172
C19 -4.4108 2.7025 -0.2444
F2 -5.2816 2.3905 -1.2237
C20 -4.6157 3.8450 0.5067
C21 -3.6669 4.0900 1.4756
F3 -3.7612 5.2144 2.2147
C22 -2.5864 3.2606 1.7031
F4 -1.6638 3.7293 2.5743
H11 -1.9199 -0.7922 4.7402
H12 -2.7016 -2.0166 3.7157
H13 -2.7687 -0.3124 3.2538
H14 0.0861 -2.2887 4.4763
H15 0.7391 -2.5149 2.8395
H16 -0.7643 -3.3249 3.3033
H17 0.7694 -0.2977 2.2398
H18 0.3426 0.0853 3.9103
H19 0.0150 1.9727 2.5811
H20 -1.5217 1.4375 3.2306
H21 -5.4525 4.5044 0.3388
N6 0.8541 -0.9125 -0.0732
C23 2.1014 -1.3322 0.1099
C24 2.2633 -2.7977 0.2185
C25 3.4814 -3.4546 0.0017
C26 3.5626 -4.8391 0.0307
C27 2.4336 -5.6147 0.2568
C28 1.2114 -4.9792 0.4419
C29 1.1281 -3.5976 0.4227
C30 3.1240 -0.3512 0.0466
C31 2.8486 0.8618 -0.8476
C32 3.9843 1.8556 -0.7699
C33 5.1312 1.6527 -0.1023
C34 5.3471 0.4603 0.6712
C35 4.3481 -0.4809 0.7242
H22 4.3626 -2.8736 -0.2289
H23 4.5198 -5.3173 -0.1430
H24 2.5021 -6.6954 0.2758
H25 0.3117 -5.5629 0.6027
H26 0.1721 -3.1084 0.5719
H27 1.4447 2.3730 -1.3499
H28 3.8453 2.7716 -1.3402
H29 5.9068 2.4121 -0.1316
H30 6.2566 0.3352 1.2441
H31 4.4793 -1.3451 1.3655
C36 2.0019 3.4852 0.8145
O2 1.4394 2.2017 0.6995
C37 1.4899 1.5728 -0.5908
C38 2.8056 0.3710 -2.3176
H32 1.7624 4.1039 -0.0629
H33 3.0894 3.4591 0.9235
H34 1.5635 3.9549 1.6996
H35 3.7358 -0.1458 -2.5595
H36 2.7028 1.2242 -2.9973
H37 1.9673 -0.3042 -2.4880

For each atom in turn, the Mulliken charge in e is: -1.544 -0.818 -0.102 0.055 -1.571 0.808 -1.129 -0.396 -0.961 -0.444 1.219 0.386 -0.680 -0.611 -1.323 -0.391 1.135 0.137 0.729 0.480 0.401 0.447 0.414 0.560 0.421 0.506 0.615 -1.260 1.094 -1.313 -0.867 -1.723 1.788 0.150 -0.521 -0.468 0.398 -0.349 -0.725 0.202 -0.355 0.394 -0.408 0.359 0.328 0.258 0.371 0.311 0.296 -0.090 0.432 -0.051 0.833 0.500 1.728 0.230 0.472 -0.882 -0.735 -0.641 -1.400 0.168 -0.445 3.250 -1.721 -0.389 -1.083 -0.593 0.553 0.394 0.381 0.426 0.563 1.064 0.373 0.384 0.364 0.592 -1.066 0.022 -0.918 -1.870 0.358 0.278 0.299 0.417 0.406 0.094

7.
Formula: C4H4O4
Source: the Open Molecules 2025 dataset
Level of theory: ωB97M-V/def2-TZVPD

* energy relative to the best compared isomer or geometry (same formula, charge and spin): 1.565 eV
* SMILES string: O=C1COC(O)=C1O
* HOMO level: -8.78 eV
* 2S+1: 1
* lowest unoccupied orbital energy: 0.52 eV

CARTESIAN COORDINATES (ANGSTROEM)
O1 -0.3737 1.2555 1.9419
C1 -0.1595 0.8350 0.8224
C2 0.1030 1.6731 -0.4080
O2 0.2077 0.7036 -1.5120
C3 0.1123 -0.5248 -0.9152
O3 0.2488 -1.6058 -1.6986
C4 -0.0473 -0.5144 0.4381
O4 -0.1343 -1.5954 1.3099
H1 1.0040 2.3066 -0.3199
H2 -0.7345 2.3791 -0.6139
H3 0.2449 -2.3860 -1.1709
H4 -0.1536 -1.1761 2.1506

For each atom in turn, the Mulliken charge in e is: -0.659 0.580 -0.289 -0.359 0.151 -0.476 0.515 -0.580 0.238 0.236 0.333 0.311

8.
Formula: C2H3LaO2
Source: the Open Molecules 2025 dataset
Level of theory: ωB97M-V/def2-TZVPD

* energy relative to the best compared isomer or geometry (same formula, charge and spin): 3.314 eV
* total charge: +3
* HOMO level (alpha / beta): -21.34 / -25.74 eV
* 2S+1: 2
* lowest unoccupied orbital energy (alpha / beta): -16.78 / -16.06 eV

CARTESIAN COORDINATES (ANGSTROEM)
O1 -1.8913 1.4255 0.2625
C1 -0.7335 1.5489 0.2769
La1 2.6623 1.2204 -0.5055
O2 0.2570 0.7064 0.2802
C2 0.0402 -0.9591 -0.1065
H1 -0.5404 -0.8804 -1.0341
H2 0.8678 -1.4336 0.4343
H3 -0.6621 -1.6281 0.3922

For each atom in turn, the Mulliken charge in e is: -0.004 0.500 2.409 -0.403 -0.693 0.402 0.472 0.317

So what do the calculations give for max |F|? Going down the list: 2.122 1.844 0.822 3.089 3.384 0.675 2.441 3.306 eV/Å.